{
  "formula": "C29H23ClN6NiOTe",
  "method": "the ωB97M-V functional and the def2-TZVPD basis",
  "species": ["Ni", "C", "C", "N", "N", "C", "O", "C", "C", "C", "C", "C", "C", "C", "C", "C", "C", "C", "N", "H", "H", "H", "H", "H", "H", "H", "H", "H", "H", "H", "H", "Te", "C", "C", "C", "C", "C", "C", "H", "H", "H", "H", "H", "N", "C", "N", "C", "N", "Cl", "C", "C", "C", "C", "C", "C", "C", "H", "H", "H", "H", "H", "H"],
  "positions_angstrom": [[-0.110403, 0.943980, 0.539732], [-1.048486, 2.702033, 4.345076], [-0.564595, 2.389305, 2.955754], [-0.911656, 1.283314, 2.312291], [-1.756170, 0.390921, 2.873690], [-1.937855, -0.613134, 2.037876], [-1.401294, -0.729774, 0.887083], [-2.864958, -1.682955, 2.521081], [-3.070847, -2.826348, 1.755138], [-3.923707, -3.838415, 2.186300], [-4.597584, -3.722804, 3.393671], [-4.394392, -2.584886, 4.172312], [-3.540293, -1.579311, 3.742714], [0.280732, 3.262708, 2.237546], [0.766905, 4.495963, 2.758088], [1.568333, 5.303390, 1.999227], [1.913513, 4.901452, 0.684074], [1.412561, 3.691995, 0.234084], [0.629952, 2.880996, 0.944105], [-1.720120, 1.905042, 4.656492], [-0.216592, 2.762118, 5.057318], [-1.587389, 3.656586, 4.375949], [-2.546138, -2.912239, 0.812415], [-4.057898, -4.724259, 1.573576], [-5.273479, -4.503201, 3.723686], [-4.907364, -2.486268, 5.123654], [-3.375072, -0.690538, 4.337372], [0.494501, 4.779254, 3.769490], [1.933178, 6.245841, 2.395737], [2.548088, 5.508826, 0.052030], [1.656955, 3.357145, -0.770159], [-0.599744, -3.295539, -1.588547], [-0.937115, -5.003318, -2.858944], [-2.242528, -5.500488, -2.919136], [-2.531160, -6.698540, -3.566975], [-1.514448, -7.425445, -4.177333], [-0.211028, -6.939603, -4.132151], [0.071197, -5.744485, -3.479126], [-3.043378, -4.941761, -2.442494], [-3.552020, -7.063959, -3.598262], [-1.733453, -8.361517, -4.677445], [0.590489, -7.503869, -4.596148], [1.094297, -5.384368, -3.438340], [1.115861, -1.171013, -1.480872], [0.633101, -1.776800, -2.517330], [0.615278, -1.719431, -3.841962], [1.350326, -1.053819, -4.704706], [1.919248, -0.577552, -5.608194], [4.368442, 0.600631, -0.784563], [3.421616, 1.385643, -2.027968], [4.082491, 2.259835, -2.877130], [3.372291, 2.909964, -3.875066], [2.015128, 2.674874, -4.014268], [1.372969, 1.810110, -3.145711], [2.053435, 1.145772, -2.132503], [1.310422, 0.248713, -1.165432], [5.144351, 2.423907, -2.747551], [3.885962, 3.593358, -4.540863], [1.457488, 3.151778, -4.810032], [0.304811, 1.644165, -3.240595], [0.294520, 0.769097, -1.067148], [1.829648, 0.270813, -0.212969]],
  "forces_ev_per_angstrom": [[-0.4, 0.2, 1.1], [0.0, 0.0, -0.1], [-0.1, -0.1, 0.0], [0.3, 0.5, -0.1], [-0.2, -0.1, 0.3], [0.0, 0.0, -0.2], [0.1, -0.2, -0.2], [-0.1, -0.1, 0.1], [0.0, -0.1, -0.1], [0.0, 0.1, 0.0], [0.1, 0.1, 0.0], [0.0, 0.0, 0.0], [0.0, 0.0, 0.0], [0.0, 0.2, 0.0], [0.0, 0.0, 0.0], [0.0, 0.0, 0.0], [0.0, 0.0, 0.0], [0.0, 0.2, 0.1], [0.2, -0.3, -0.2], [0.0, 0.0, 0.0], [-0.1, 0.0, 0.0], [0.0, -0.1, 0.0], [0.0, 0.0, 0.0], [0.0, 0.1, 0.0], [0.0, 0.0, 0.0], [0.0, 0.0, 0.0], [0.0, 0.0, 0.0], [0.0, 0.0, -0.1], [0.0, 0.0, 0.0], [0.0, -0.1, 0.0], [0.0, 0.0, 0.0], [0.1, -0.4, 0.0], [-0.1, 0.1, 0.0], [0.0, 0.0, 0.0], [0.1, 0.0, 0.0], [0.0, 0.1, 0.1], [-0.1, 0.1, 0.0], [0.1, 0.1, 0.0], [0.1, 0.0, -0.1], [0.0, 0.0, 0.0], [0.0, 0.0, 0.0], [0.0, 0.0, 0.0], [-0.1, 0.0, 0.0], [-0.6, 0.4, -0.2], [0.8, 0.7, 0.1], [-0.2, 0.0, 0.0], [0.0, 0.0, 0.3], [-0.1, 0.0, 0.3], [0.0, 0.0, -0.1], [0.0, 0.0, 0.0], [0.0, 0.0, 0.0], [0.1, 0.0, 0.0], [-0.1, 0.0, 0.0], [-0.1, 0.0, 0.0], [0.2, -0.1, 0.1], [-0.2, -0.6, -0.8], [0.0, 0.0, 0.0], [0.0, 0.0, 0.0], [0.0, 0.0, 0.0], [0.1, 0.0, 0.0], [0.1, -0.4, -0.7], [0.1, 0.0, 0.3]],
  "lowdin_charge": [0.347, -0.065, -0.309, -0.060, 0.042, -0.490, -0.121, -0.136, -0.034, -0.103, -0.134, -0.119, -0.048, -0.246, -0.070, -0.143, -0.129, -0.163, 0.035, 0.045, 0.068, 0.067, 0.044, 0.091, 0.081, 0.084, 0.093, 0.085, 0.078, 0.069, 0.089, 1.312, -0.559, -0.180, -0.120, -0.129, -0.117, -0.146, 0.077, 0.088, 0.084, 0.089, 0.094, -0.046, -0.745, 0.000, -0.458, 0.044, 0.674, -0.593, -0.124, -0.099, -0.092, -0.057, -0.244, -0.252, 0.092, 0.093, 0.099, 0.125, 0.078, 0.068],
  "relative_energy_ev": 0.455,
  "e_lumo_ev": [4.29, 4.29],
  "spin_multiplicity": 3,
  "total_charge": -2,
  "homo_ev": [0.2899, -1.6137],
  "fmax_ev_per_a": 1.198
}


{
  "formula": "C29H23CoN6O4S",
  "method": "the ωB97M-V functional and the def2-TZVPD basis",
  "species": ["Co", "O", "C", "N", "C", "C", "C", "C", "C", "C", "N", "C", "C", "C", "C", "C", "N", "H", "H", "H", "H", "H", "H", "H", "H", "H", "H", "C", "C", "C", "C", "C", "C", "C", "S", "O", "O", "N", "C", "C", "C", "C", "C", "C", "C", "C", "N", "C", "H", "H", "H", "H", "H", "H", "H", "H", "H", "H", "H", "H", "H", "O", "C", "N"],
  "positions_angstrom": [[-1.920853, -1.267224, 0.049880], [0.603813, 0.417285, 2.730232], [-0.485243, 0.417948, 2.104525], [-1.123720, -0.713445, 1.745172], [-0.708214, -1.838358, 2.459734], [-1.209326, -3.058333, 2.063556], [-1.093066, -4.276213, 2.802028], [-1.680799, -5.409839, 2.329930], [-2.388451, -5.364446, 1.104821], [-2.453029, -4.173677, 0.423459], [-1.900479, -3.034122, 0.860031], [-1.108537, 1.751225, 1.860019], [-0.280252, 2.819639, 1.502259], [-0.811663, 4.091694, 1.437698], [-2.153019, 4.274145, 1.750483], [-2.891982, 3.158047, 2.106269], [-2.397680, 1.926181, 2.167009], [-0.125067, -1.707953, 3.361861], [0.639638, -2.215861, 1.123766], [-0.550855, -4.262021, 3.738918], [-1.623569, -6.335283, 2.891482], [-2.871415, -6.243140, 0.699926], [-2.971987, -4.112632, -0.524218], [0.760038, 2.625286, 1.279127], [-0.196903, 4.940343, 1.162035], [-2.611357, 5.254333, 1.725518], [-3.944993, 3.252522, 2.361209], [6.450566, 1.515550, 0.451114], [5.187194, 0.767913, 0.125094], [4.076107, 0.837096, 0.961692], [2.916987, 0.132756, 0.683552], [2.876913, -0.664569, -0.449832], [3.966955, -0.744346, -1.308606], [5.113207, -0.031401, -1.016282], [1.435423, -1.621361, -0.835441], [1.299387, -2.547723, 0.423759], [1.762957, -2.439392, -1.966050], [0.117732, -0.807290, -0.841278], [-0.073363, 0.249846, -1.724914], [0.846617, 0.683127, -2.667304], [0.555262, 1.759407, -3.514501], [-0.648923, 2.406508, -3.448028], [-1.623924, 1.980195, -2.523601], [-2.907649, 2.552315, -2.452016], [-3.818732, 2.030196, -1.573275], [-3.446947, 0.978514, -0.739286], [-2.244196, 0.441039, -0.746941], [-1.335137, 0.905307, -1.646087], [6.343793, 2.062630, 1.386528], [6.699992, 2.226790, -0.338408], [7.288060, 0.822634, 0.549129], [4.116078, 1.448979, 1.855181], [2.066634, 0.186742, 1.361932], [3.897098, -1.379406, -2.182260], [5.971188, -0.094268, -1.676159], [1.794029, 0.170382, -2.754974], [1.291774, 2.076971, -4.242390], [-0.880453, 3.226079, -4.117262], [-3.163774, 3.376780, -3.105732], [-4.824753, 2.424205, -1.523428], [-4.142398, 0.562947, -0.023643], [-3.576661, -2.324177, -3.668274], [-3.148296, -2.127556, -2.563020], [-2.739758, -1.959522, -1.465712]],
  "forces_ev_per_angstrom": [[0.1, -0.6, 1.2], [0.0, 0.5, 0.1], [-0.1, -1.5, -0.2], [-0.2, 1.6, 0.5], [0.8, -1.0, -0.1], [0.0, 0.9, 0.0], [-0.1, -0.5, 0.0], [0.2, 0.4, 0.1], [-0.2, -0.1, -0.3], [-0.1, -0.3, 0.0], [0.1, -0.2, 0.2], [-0.1, 0.4, 0.0], [-0.1, 0.0, -0.1], [0.0, 0.0, 0.0], [0.0, -0.1, 0.0], [-0.1, 0.1, 0.0], [0.1, -0.2, -0.2], [-0.1, 0.0, 0.0], [-0.2, -0.1, 0.3], [0.0, 0.0, 0.0], [0.0, 0.0, 0.0], [0.0, 0.0, 0.0], [0.0, 0.1, 0.0], [0.0, 0.0, 0.1], [0.0, 0.0, 0.0], [0.0, 0.0, 0.0], [0.0, 0.0, 0.0], [-0.1, 0.0, 0.0], [-0.1, -0.1, 0.0], [0.1, 0.1, -0.1], [-0.3, -0.1, 0.0], [0.1, 0.2, -0.2], [-0.2, -0.1, 0.0], [0.1, 0.1, 0.1], [-0.7, -0.9, 1.0], [0.1, 0.7, -0.9], [0.1, 0.2, -0.1], [0.6, 0.0, -0.2], [0.6, -0.2, -0.2], [-0.3, -0.2, 0.3], [-0.2, 0.3, -0.1], [0.2, 0.0, -0.2], [0.1, -0.2, 0.2], [-0.2, -0.2, 0.2], [-0.1, 0.6, -0.4], [0.4, -0.3, 0.5], [-0.3, 0.9, -0.5], [0.0, 0.3, -0.2], [0.0, 0.0, 0.0], [0.0, 0.0, 0.0], [0.0, 0.0, 0.0], [0.0, 0.0, 0.0], [0.0, 0.0, 0.0], [0.1, 0.0, 0.0], [0.0, 0.0, 0.0], [0.0, 0.0, -0.1], [0.0, 0.0, 0.0], [0.0, 0.0, 0.0], [0.0, 0.0, 0.0], [0.0, 0.0, 0.1], [0.0, 0.0, 0.0], [0.0, 0.0, 0.1], [0.1, 0.0, 0.2], [-0.6, -0.4, -1.3]],
  "lowdin_charge": [0.495, -0.055, -0.493, -0.029, -0.183, -0.307, -0.058, -0.122, -0.125, -0.154, -0.009, -0.208, -0.011, -0.078, -0.088, -0.165, 0.127, 0.108, 0.069, 0.099, 0.089, 0.074, 0.089, 0.109, 0.099, 0.090, 0.098, -0.055, -0.271, -0.022, -0.021, -0.276, -0.063, -0.042, 0.753, -0.153, -0.269, -0.112, -0.222, -0.016, -0.077, -0.055, -0.151, -0.006, -0.041, -0.103, 0.026, -0.129, 0.072, 0.079, 0.080, 0.116, 0.090, 0.111, 0.112, 0.091, 0.102, 0.105, 0.114, 0.104, 0.123, -0.009, -0.491, 0.046],
  "relative_energy_ev": 0.000,
  "e_lumo_ev": [2.23, 2.24],
  "spin_multiplicity": 2,
  "total_charge": -1,
  "homo_ev": [-2.5341, -2.5518],
  "fmax_ev_per_a": 1.684
}


{
  "formula": "C29H23F2N6O2RhS",
  "method": "the ωB97M-V functional and the def2-TZVPD basis",
  "species": ["Rh", "N", "C", "S", "N", "N", "C", "C", "C", "C", "C", "C", "C", "C", "C", "C", "C", "C", "N", "H", "H", "H", "H", "H", "H", "H", "H", "H", "H", "H", "O", "C", "N", "C", "C", "O", "N", "C", "C", "C", "C", "C", "C", "C", "C", "C", "C", "C", "C", "H", "H", "H", "H", "H", "H", "H", "H", "H", "H", "H", "F", "C", "F", "H"],
  "positions_angstrom": [[-1.253806, 0.416716, 0.870303], [-4.877027, 1.453720, 2.890642], [-3.654582, 1.132535, 2.436436], [-3.463293, 0.986617, 0.704726], [-2.717262, 0.975726, 3.348073], [-1.511158, 0.691080, 2.803982], [-0.459014, 0.612186, 3.550510], [-0.504947, 0.783812, 5.022841], [-1.217699, -0.120267, 5.802991], [-1.248415, 0.026927, 7.180045], [-0.577720, 1.082618, 7.783566], [0.127904, 1.990283, 7.007903], [0.168339, 1.839015, 5.629187], [0.799066, 0.333222, 2.841049], [2.011755, 0.163404, 3.488584], [3.148201, -0.102566, 2.737221], [3.046178, -0.195449, 1.362076], [1.799072, -0.030796, 0.780007], [0.714385, 0.223832, 1.498317], [-5.658348, 1.456474, 2.261998], [-5.030599, 1.490254, 3.883178], [-1.750595, -0.929735, 5.320485], [-1.800136, -0.680921, 7.784652], [-0.606918, 1.198798, 8.859196], [0.644294, 2.818508, 7.475233], [0.715002, 2.547334, 5.017569], [2.055036, 0.233403, 4.565641], [4.102291, -0.241113, 3.228134], [3.902721, -0.403479, 0.737285], [1.658499, -0.120592, -0.290084], [-0.399315, 2.578519, -0.944446], [-0.396559, 1.558416, -1.613831], [0.043107, 1.409728, -2.899098], [0.128988, 0.013185, -3.274474], [-0.571043, -0.633782, -2.039356], [-0.791466, -1.825056, -1.912046], [-0.814769, 0.335570, -1.136327], [1.588786, -0.465511, -3.356083], [1.938364, -1.779644, -3.056049], [3.258262, -2.197745, -3.160097], [4.246095, -1.316539, -3.573365], [3.903213, -0.008809, -3.883136], [2.586046, 0.411335, -3.772884], [-0.588927, -0.307532, -4.582814], [-0.935414, 0.704292, -5.469312], [-1.531825, 0.403086, -6.686829], [-1.791665, -0.914125, -7.028636], [-1.452776, -1.928229, -6.143192], [-0.850958, -1.630060, -4.931096], [0.502243, 2.172546, -3.360825], [1.176924, -2.471278, -2.724049], [3.511448, -3.221775, -2.916176], [5.273790, -1.645720, -3.656455], [4.661734, 0.689585, -4.213029], [2.348006, 1.436867, -4.023267], [-0.765054, 1.740676, -5.210850], [-1.797917, 1.203931, -7.364813], [-2.259654, -1.149856, -7.975639], [-1.659431, -2.960447, -6.395712], [-0.601387, -2.422104, -4.239559], [-2.590027, -1.746090, 2.028185], [-1.592281, -1.526295, 1.128337], [-0.496064, -2.164019, 1.637000], [-1.841699, -1.974666, 0.168179]],
  "forces_ev_per_angstrom": [[0.1, 0.0, -0.4], [-0.1, 0.0, 0.0], [0.1, -0.1, -0.1], [-0.1, 0.0, 0.1], [0.0, 0.1, 0.1], [0.0, 0.1, 0.2], [-0.2, 0.1, 0.2], [0.1, 0.0, -0.1], [0.0, 0.0, 0.0], [0.0, 0.0, 0.0], [0.0, 0.0, 0.0], [0.0, 0.0, 0.0], [0.0, 0.0, 0.0], [0.2, -0.1, 0.0], [0.0, 0.0, 0.0], [0.0, 0.0, 0.0], [0.0, 0.0, 0.0], [0.0, 0.0, 0.0], [0.0, 0.0, 0.0], [0.0, 0.0, 0.0], [0.0, 0.0, 0.0], [0.0, 0.0, 0.0], [0.0, 0.0, 0.0], [0.0, 0.0, 0.0], [0.0, 0.0, 0.0], [0.0, 0.0, 0.0], [0.0, 0.0, 0.0], [0.0, 0.0, 0.0], [0.0, 0.0, 0.0], [0.0, 0.0, 0.0], [0.0, 0.0, 0.0], [0.1, -0.1, 0.1], [-0.2, 0.1, 0.0], [0.0, 0.0, -0.1], [0.1, -0.1, 0.0], [-0.1, 0.0, -0.1], [0.0, -0.1, 0.1], [0.0, 0.0, 0.1], [0.0, 0.0, 0.0], [0.0, 0.0, 0.0], [0.0, 0.0, 0.0], [0.0, 0.0, 0.0], [0.0, 0.0, 0.0], [0.0, 0.0, 0.0], [-0.1, 0.0, 0.0], [0.0, 0.0, 0.0], [0.0, 0.0, 0.0], [0.0, 0.0, 0.0], [0.0, 0.0, 0.0], [0.1, 0.0, 0.0], [0.0, 0.0, 0.0], [0.0, 0.0, 0.0], [0.0, 0.0, 0.0], [0.0, 0.0, 0.0], [0.0, 0.0, 0.0], [0.0, 0.0, 0.0], [0.0, 0.0, 0.0], [0.0, 0.0, 0.0], [0.0, 0.0, 0.0], [0.0, 0.0, 0.0], [0.0, -0.1, 0.0], [-0.1, 0.3, -0.1], [0.0, 0.0, 0.0], [0.0, 0.0, 0.0]],
  "lowdin_charge": [0.886, 0.087, -0.810, 0.664, 0.033, -0.116, -0.157, -0.191, -0.023, -0.071, -0.084, -0.076, -0.039, -0.182, 0.015, -0.035, -0.029, -0.068, 0.001, 0.086, 0.105, 0.121, 0.105, 0.103, 0.104, 0.123, 0.118, 0.114, 0.112, 0.115, 0.031, -0.576, 0.145, -0.254, -0.416, 0.048, 0.014, -0.131, -0.026, -0.072, -0.094, -0.081, -0.027, -0.127, -0.028, -0.083, -0.093, -0.072, -0.019, 0.137, 0.104, 0.104, 0.100, 0.102, 0.107, 0.105, 0.101, 0.100, 0.103, 0.106, -0.013, -0.410, 0.006, 0.099],
  "relative_energy_ev": 0.000,
  "e_lumo_ev": -0.82,
  "homo_ev": -8.1153,
  "fmax_ev_per_a": 0.449
}